Record 1
This record from OMol25 describes the molecule C22H25NO5S2. The level of theory is ωB97M-V with the def2-TZVPD basis set.

Structure (ORCA input):
```
! RIJCOSX wB97M-V def2-TZVPD def2/J DEFGRID3
* xyz 0 1
S -2.455 -4.017 1.895
S 2.033 0.268 -2.353
O -2.028 -5.362 2.152
O 1.570 1.157 1.448
O 0.844 -1.699 3.349
O -3.435 -3.824 0.858
O 1.689 -0.852 0.438
N -0.714 -0.491 2.250
C -3.069 -3.209 3.425
C -1.293 2.924 -1.223
C -1.215 0.236 -0.575
C 1.875 1.117 -0.852
C 2.034 2.845 -2.383
C 0.520 -0.678 2.778
C 1.517 0.482 2.695
C -1.234 0.632 -1.903
C 2.598 4.287 -4.331
C 1.902 3.231 -5.185
C -1.234 1.181 0.439
C -1.273 2.529 0.101
C 2.062 4.250 -2.900
C 2.269 1.829 -4.694
C -1.636 -1.621 2.207
C 2.114 1.760 -3.215
C -1.064 -2.887 1.595
C -2.136 -2.028 3.607
C 1.895 2.476 -1.033
C 1.711 0.353 0.368
C -1.274 1.974 -2.231
C -1.258 0.808 1.906
H 1.283 1.247 3.440
H 3.672 4.089 -4.322
H -2.495 -1.316 1.600
H -4.095 -2.914 3.227
H 1.044 4.652 -2.878
H 2.674 4.874 -2.246
H -3.029 -3.927 4.235
H 1.644 1.074 -5.174
H -0.870 -2.824 0.530
H -1.168 -0.815 -0.341
H 1.813 3.172 -0.219
H 3.307 1.605 -4.959
H -2.303 0.826 2.245
H -1.287 2.280 -3.267
H -2.636 -1.189 4.095
H -1.323 3.976 -1.468
H -0.729 1.580 2.468
H 2.441 5.279 -4.757
H 2.191 3.339 -6.231
H -1.269 -2.310 4.206
H 2.496 0.047 2.924
H -1.287 3.274 0.883
H 0.821 3.369 -5.117
H -0.186 -3.241 2.125
H -1.215 -0.117 -2.680
*
```

Values from the calculation:
Strongest force on any atom: 0.74 eV Å⁻¹
ΔE to the lowest compared entry with this formula, charge and spin: 0.000 eV
Electronic energy: -56618.6043 eV
Kohn-Sham gap: 0.330 Ha
Structure (SMILES): O=C(OCC(=O)N(Cc1ccccc1)[C@@H]1CCS(=O)(=O)C1)c1cc2c(s1)CCCC2
LUMO level: 0.160 eV

=====

Record 2
This record from OMol25 describes a structure of composition C22H26AsBrN3O2SSn at a distorted geometry. The level of theory is ωB97M-V with the def2-TZVPD basis set.

Structure (ORCA input):
```
! RIJCOSX wB97M-V def2-TZVPD def2/J DEFGRID3
* xyz 3 1
Sn 0.176 -0.556 -0.096
Br 3.045 -3.780 6.381
As -1.831 2.740 1.598
S -0.044 1.528 1.380
O -0.058 -1.956 1.739
O -1.851 -0.710 -1.094
N 1.369 -0.736 -1.911
N -3.387 -0.996 -2.768
N 2.202 -0.817 0.707
C 2.725 -2.439 3.944
C 3.327 0.527 -2.559
C 4.475 1.252 -2.176
C -4.612 -1.677 -3.214
C -2.784 -0.050 -3.699
C 2.719 -1.282 1.808
C 2.526 -0.086 -1.574
C 4.046 0.731 0.126
C 1.017 -0.811 -3.176
C 0.785 -3.782 4.689
C -2.903 -1.230 -1.580
C 2.923 0.411 -3.912
C 2.127 -3.275 4.886
C -3.099 1.960 2.801
C 0.072 -3.384 3.617
C -2.691 3.043 -0.087
C 2.028 -2.026 2.820
C 4.808 1.381 -0.855
C 2.952 -0.052 -0.206
C 0.630 -2.435 2.668
C 1.770 -0.261 -4.220
C -1.273 4.427 2.306
H 5.658 1.981 -0.564
H 1.430 -0.365 -5.240
H -4.597 -1.737 -4.299
H 0.091 -1.330 -3.390
H -2.651 1.878 3.789
H -1.984 3.521 -0.763
H -3.024 2.091 -0.499
H -1.953 0.457 -3.220
H -3.533 0.681 -4.001
H -3.968 2.617 2.846
H -2.152 5.068 2.378
H -3.548 3.697 0.071
H -3.484 -1.933 -0.979
H 0.376 -4.469 5.416
H -2.437 -0.580 -4.585
H -4.652 -2.684 -2.808
H -5.494 -1.118 -2.905
H 3.789 -1.187 1.977
H -3.397 0.977 2.438
H 3.533 0.854 -4.689
H -0.538 4.873 1.637
H 4.304 0.882 1.164
H -0.839 4.279 3.293
H 3.750 -2.121 4.098
H 5.074 1.731 -2.940
H -0.939 -3.723 3.436
*
```

Values from the calculation:
Strongest force on any atom: 2.29 eV Å⁻¹
Electronic energy: -179323.5675 eV
Kohn-Sham gap (alpha / beta): 0.235 / 0.181 Ha
LUMO level (alpha / beta): -9.975 / -10.863 eV

=====

Record 3
This record from OMol25 describes a structure of composition C22H26BBrN6O6RhSe. The level of theory is ωB97M-V with the def2-TZVPD basis set.

Structure (ORCA input):
```
! RIJCOSX wB97M-V def2-TZVPD def2/J DEFGRID3
* xyz -1 1
Rh 0.279 0.386 -0.403
Br 5.548 1.427 3.291
Se 1.356 2.864 1.687
O 0.961 2.148 0.075
O 2.255 -0.353 -0.123
O 1.693 0.640 -2.003
O 3.865 0.361 -1.565
O -0.042 2.632 2.524
O 1.467 4.423 1.198
N -0.571 -0.215 1.320
N -0.644 -1.357 -1.211
N -2.608 0.907 -0.706
N -1.376 1.381 -1.015
N -1.918 -0.348 1.342
N -1.955 -1.510 -0.869
C -2.331 -0.563 2.601
C 6.865 -0.070 1.266
C -3.545 1.763 -1.142
C -2.440 -2.646 -1.399
C -1.419 -3.246 -2.106
C 5.718 0.646 1.572
C -3.847 -3.105 -1.203
C -3.769 -0.742 2.959
C 1.043 -2.605 -2.550
C -1.216 -0.599 3.405
C 5.956 -0.502 -0.922
C -2.893 2.814 -1.753
C 1.308 -0.383 2.982
C -0.122 -0.369 2.565
C 4.687 0.814 0.666
C 6.977 -0.638 0.005
C 2.570 0.211 -1.220
C -1.518 2.544 -1.650
C -0.380 3.368 -2.141
C 4.822 0.215 -0.578
C -0.310 -2.399 -1.959
C -5.005 1.534 -0.936
B -2.685 -0.449 0.006
H 7.867 -1.197 -0.254
H 1.481 -3.535 -2.186
H -4.563 -2.386 -1.605
H -1.184 -0.758 4.471
H 1.974 -0.595 2.149
H -4.077 -3.242 -0.146
H -5.250 1.485 0.126
H 1.445 -1.144 3.751
H -5.336 0.602 -1.396
H -5.566 2.356 -1.378
H 1.575 0.587 3.406
H 3.809 1.391 0.921
H -0.757 4.154 -2.798
H 1.713 -1.783 -2.317
H 7.651 -0.178 2.000
H -3.824 -0.775 0.175
H 0.155 3.801 -1.297
H 6.020 -0.942 -1.907
H -3.857 -0.908 4.031
H -1.463 -4.172 -2.655
H -3.344 3.682 -2.203
H 0.968 -2.673 -3.637
H -4.349 0.145 2.701
H 0.336 2.756 -2.688
H -4.212 -1.593 2.438
H -3.990 -4.056 -1.714
*
```

Values from the calculation:
Strongest force on any atom: 0.88 eV Å⁻¹
ΔE to the lowest compared entry with this formula, charge and spin: 0.000 eV
Electronic energy: -183539.6984 eV
Kohn-Sham gap (alpha / beta): 0.233 / 0.233 Ha
LUMO level (alpha / beta): 2.329 / 2.328 eV

=====

Record 4
This record from OMol25 describes a structure of composition C22H26BrInN10O9 at a distorted geometry. The level of theory is ωB97M-V with the def2-TZVPD basis set.

Structure (ORCA input):
```
! RIJCOSX wB97M-V def2-TZVPD def2/J DEFGRID3
* xyz 2 1
In -0.060 -0.775 -0.140
Br 0.087 -2.745 -3.466
O 1.454 2.820 -1.129
O -2.205 0.328 -3.021
O -0.107 1.407 -0.476
O -3.781 1.827 3.488
O -1.950 -1.188 -1.534
O -5.305 3.891 -2.233
O -5.369 4.695 -0.235
O -1.997 -0.356 0.887
O -1.766 1.344 2.917
N -2.946 1.565 2.675
N 1.639 3.255 1.466
N 0.279 -0.591 2.236
N 0.538 -0.204 -2.537
N 2.413 -0.656 0.067
N -5.083 3.860 -1.052
N 0.072 -3.019 0.087
N 1.777 -5.990 -1.023
N -2.387 -0.083 -1.894
N 0.011 -5.740 0.418
C 0.927 -5.189 -0.384
C 2.708 -0.823 2.529
C 0.981 -3.772 -0.496
C -3.784 1.803 -1.443
C 0.837 1.777 -3.848
C 0.340 -0.308 -4.910
C 0.610 1.045 -5.008
C -2.732 0.565 0.424
C -4.340 2.697 -0.554
C 1.529 1.335 3.147
C 3.211 -0.194 1.226
C -3.307 1.559 1.281
C 1.817 1.802 1.731
C -4.126 2.560 0.818
C 0.745 1.111 -2.638
C 1.423 -0.195 3.073
C -0.871 -3.582 0.831
C 0.721 1.853 -1.333
C -3.032 0.733 -0.965
C 3.203 1.333 1.309
C -0.864 -4.968 1.008
C 0.347 -0.896 -3.650
H 1.072 1.309 1.109
H 1.260 -0.571 4.092
H -0.513 0.025 2.454
H 1.039 2.836 -3.865
H 2.756 -0.174 -0.763
H 3.475 1.758 0.342
H 2.540 -1.892 2.374
H 1.641 -6.986 -0.957
H 4.250 -0.523 1.073
H 3.490 -0.716 3.282
H -0.028 -1.521 2.514
H -3.925 1.922 -2.511
H 0.119 -0.898 -5.784
H 2.624 -1.644 -0.059
H 2.388 -5.643 -1.740
H 1.536 3.315 0.382
H -1.602 -5.451 1.634
H -4.564 3.270 1.507
H -1.627 -2.938 1.251
H 0.781 3.598 1.909
H 2.432 3.821 1.784
H 3.956 1.643 2.036
H 0.584 1.732 3.519
H 2.320 1.605 3.848
H 0.607 1.524 -5.973
H 1.732 -3.292 -1.105
*
```

Values from the calculation:
Strongest force on any atom: 1.49 eV Å⁻¹
ΔE to the lowest compared entry with this formula, charge and spin: 0.332 eV
Electronic energy: -131761.9562 eV
Kohn-Sham gap: 0.290 Ha
LUMO level: -6.423 eV

=====

Record 5
This record from OMol25 describes a structure of composition C22H26BrN3PdSe2. The level of theory is ωB97M-V with the def2-TZVPD basis set.

Structure (ORCA input):
```
! RIJCOSX wB97M-V def2-TZVPD def2/J DEFGRID3
* xyz 0 1
Pd -0.589 -0.058 0.234
Br -4.508 -0.095 -6.200
Se -0.202 -0.176 3.023
Se -1.552 -2.355 0.496
N 1.938 -0.217 -0.121
N -0.053 -0.370 -2.059
N -1.190 2.135 0.252
C -2.829 4.403 -0.004
C -2.388 -0.052 -2.637
C -1.798 2.679 1.313
C -2.067 -2.341 2.390
C -1.821 -0.440 -5.329
C 1.063 0.193 -2.318
C -1.377 2.733 -0.924
C -3.718 5.609 -0.132
C -1.074 -0.289 -3.031
C -2.180 3.849 -1.098
C 4.281 -0.186 0.352
C -2.613 3.793 1.229
C 0.346 -1.190 4.620
C -0.805 -0.493 -4.386
C -1.999 -0.954 3.001
C 2.953 -0.342 0.723
C 0.163 -3.256 0.726
C 2.208 0.066 -1.399
C -3.406 0.013 -3.574
C 3.508 0.252 -1.859
C -3.114 -0.178 -4.915
C 4.560 0.118 -0.971
H 0.321 -2.259 4.415
H -1.608 -0.611 -6.376
H 0.013 -4.253 1.140
H -0.301 -0.956 5.464
H -1.416 -3.047 2.904
H 5.069 -0.285 1.086
H -3.804 5.932 -1.168
H 0.799 -2.649 1.363
H 1.211 0.791 -3.223
H -3.082 4.183 2.125
H 5.581 0.250 -1.304
H -3.327 6.442 0.456
H -2.593 -0.260 2.412
H 0.203 -0.735 -4.700
H 2.684 -0.564 1.752
H 0.601 -3.333 -0.266
H 1.367 -0.898 4.856
H -0.867 2.289 -1.771
H -2.372 -0.962 4.029
H 3.680 0.490 -2.902
H -2.297 4.276 -2.086
H -2.584 0.092 -1.581
H -4.719 5.388 0.242
H -1.614 2.202 2.267
H -4.423 0.207 -3.261
H -3.085 -2.727 2.446
*
```

Values from the calculation:
Strongest force on any atom: 0.34 eV Å⁻¹
Electronic energy: -231919.9610 eV
Kohn-Sham gap: 0.207 Ha
LUMO level: 0.034 eV

=====

Record 6
This record from OMol25 describes a structure of composition C22H26BrN5PRhS at a distorted geometry. The level of theory is ωB97M-V with the def2-TZVPD basis set.

Structure (ORCA input):
```
! RIJCOSX wB97M-V def2-TZVPD def2/J DEFGRID3
* xyz 2 1
Rh -0.078 -0.101 0.406
Br -2.859 -1.694 2.106
S 0.681 -0.933 2.518
P 2.054 -0.380 -0.488
N -0.780 1.288 3.020
N 0.523 0.537 4.720
N -1.320 -1.894 -0.221
N -1.074 1.273 1.730
N -1.447 1.038 -0.882
C 2.751 -2.053 -0.503
C -2.205 1.958 -2.942
C 2.236 0.213 -2.202
C 4.712 2.385 1.990
C -3.065 2.799 -2.252
C -1.416 1.088 -2.212
C -2.160 1.818 1.267
C 4.130 0.148 1.315
C 4.924 1.013 2.049
C 0.097 0.434 3.463
C -1.731 -3.415 -2.046
C -1.037 -2.381 -1.442
C -3.094 2.754 -0.868
C -3.067 -3.501 -0.049
C 3.130 0.669 0.496
C -1.388 -3.864 -3.434
C -2.331 -2.440 0.454
C -3.232 2.328 2.159
C 2.896 2.048 0.462
C 3.691 2.904 1.204
C -2.256 1.873 -0.196
C -2.760 -3.991 -1.304
H 5.715 0.617 2.671
H -1.583 -4.927 -3.564
H 3.294 0.357 -2.416
H -0.196 -1.925 -1.950
H 2.185 -2.668 -1.203
H -3.469 3.371 1.939
H 2.681 -2.502 0.487
H 5.343 3.051 2.563
H -2.926 2.245 3.197
H 3.522 3.972 1.172
H -4.143 1.743 2.010
H -2.143 1.978 -4.021
H 1.107 -0.174 5.122
H -0.345 -3.664 -3.673
H -3.332 -4.816 -1.709
H 1.714 1.160 -2.338
H -0.746 0.397 -2.707
H 2.096 2.443 -0.157
H 3.792 -2.015 -0.825
H -3.706 3.486 -2.788
H -2.004 -3.329 -4.160
H -3.740 3.412 -0.304
H 0.106 1.229 5.322
H 4.303 -0.918 1.375
H -3.873 -3.917 0.535
H 1.828 -0.526 -2.894
*
```

Values from the calculation:
Strongest force on any atom: 2.44 eV Å⁻¹
ΔE to the lowest compared entry with this formula, charge and spin: 2.236 eV
Electronic energy: -123847.8617 eV
Kohn-Sham gap (alpha / beta): 0.211 / 0.210 Ha
LUMO level (alpha / beta): -8.157 / -8.192 eV

=====

Record 7
This record from OMol25 describes a structure of composition C22H26Cl2HfN2O2SSeSi. The level of theory is ωB97M-V with the def2-TZVPD basis set.

Structure (ORCA input):
```
! RIJCOSX wB97M-V def2-TZVPD def2/J DEFGRID3
* xyz 0 1
Hf -0.897 0.642 0.181
Se -1.411 -0.616 2.401
Cl -3.605 3.287 -2.570
Cl -5.669 2.165 -0.817
S 0.481 -1.212 -0.958
Si 3.440 -2.893 -0.294
O -2.246 0.545 -1.509
O -2.939 1.590 0.277
N -0.336 2.639 -0.188
N 1.285 0.492 0.820
C 2.097 1.151 1.649
C 1.001 4.285 -0.920
C 0.547 4.621 0.388
C -5.297 -1.127 0.927
C 3.349 0.659 1.940
C 2.904 -1.254 0.492
C -5.143 -2.063 -0.092
C -2.938 -1.241 1.399
C -3.893 -2.598 -0.352
C -2.791 -2.195 0.395
C 2.141 -4.204 0.020
C -0.265 3.604 0.808
C -4.230 1.836 -1.772
C 5.046 -3.396 0.529
C 0.637 2.264 -2.487
C 3.729 -0.552 1.366
C -3.098 1.295 -0.923
C -4.203 -0.713 1.665
C 0.452 3.075 -1.243
C -1.054 3.496 2.075
C 3.709 -2.627 -2.124
C 1.669 -0.650 0.222
H -1.006 2.501 2.536
H 4.704 -0.957 1.614
H 1.325 -4.142 -0.697
H 1.719 2.085 2.047
H 2.596 -5.195 -0.060
H -4.475 1.110 -2.539
H -0.669 4.202 2.810
H -6.002 -2.377 -0.672
H -2.113 3.709 1.915
H 0.766 2.923 -3.346
H -1.814 -2.619 0.202
H 4.066 -3.541 -2.604
H 1.509 1.607 -2.433
H 1.712 -4.112 1.020
H 0.766 5.518 0.946
H 4.009 1.202 2.601
H 4.967 -3.380 1.618
H -6.273 -0.709 1.135
H 5.880 -2.755 0.236
H 1.642 4.873 -1.559
H 5.299 -4.417 0.235
H -4.313 0.038 2.436
H 2.778 -2.330 -2.610
H 4.448 -1.843 -2.300
H -3.764 -3.333 -1.137
H -0.231 1.634 -2.698
*
```

Values from the calculation:
Strongest force on any atom: 0.33 eV Å⁻¹
ΔE to the lowest compared entry with this formula, charge and spin: 0.000 eV
Electronic energy: -140728.3583 eV
Kohn-Sham gap: 0.270 Ha
LUMO level: -0.159 eV

=====

Record 8
This record from OMol25 describes a structure of composition C22H26ClPrSiY at a distorted geometry. The level of theory is ωB97M-V with the def2-TZVPD basis set.

Structure (ORCA input):
```
! RIJCOSX wB97M-V def2-TZVPD def2/J DEFGRID3
* xyz -1 3
Pr -0.174 1.225 -0.705
Y -1.816 -0.990 -2.993
Cl -1.526 -1.121 -0.470
Si -0.004 0.475 2.662
C -1.664 -2.745 4.657
C 2.104 0.488 -0.779
C -1.944 2.418 2.206
C -1.121 2.401 4.497
C 2.791 0.329 2.567
C -0.800 -2.737 -4.175
C 1.689 1.198 2.634
C -1.877 3.549 4.777
C -1.118 1.854 3.200
C 0.484 -2.374 5.714
C -0.737 -3.057 5.664
C 1.920 2.587 2.691
C -2.781 3.506 2.521
C -2.729 4.087 3.799
C 3.226 3.076 2.863
C 4.100 0.813 2.723
C -4.083 -1.393 -2.837
C -1.387 -1.718 3.738
C 4.301 2.188 2.932
C -0.832 1.166 -2.916
C 0.762 -1.342 4.798
C -0.192 -0.970 3.826
H -0.970 -3.839 6.397
H -0.535 1.939 5.287
H 4.938 0.134 2.715
H 1.079 3.282 2.629
H 1.725 -0.832 4.842
H 2.952 1.049 -0.332
H 0.289 -2.769 -4.227
H -4.674 -0.809 -2.124
H -1.982 2.018 1.177
H -1.162 -2.830 -5.201
H 2.164 -0.577 -0.472
H -3.376 4.953 4.020
H -1.827 4.024 5.759
H 5.317 2.569 3.128
H -4.599 -1.362 -3.806
H -1.524 2.041 -3.106
H -2.602 -3.304 4.593
H 1.222 -2.650 6.472
H -0.210 1.366 -3.823
H 2.171 0.551 -1.884
H 3.396 4.156 2.978
H 2.629 -0.733 2.361
H -4.128 -2.440 -2.490
H -3.458 3.892 1.744
H -1.123 -3.652 -3.669
H -2.104 -1.495 2.946
*
```

Values from the calculation:
Strongest force on any atom: 2.79 eV Å⁻¹
Electronic energy: -58745.7341 eV
Kohn-Sham gap (alpha / beta): 0.181 / 0.181 Ha
LUMO level (alpha / beta): 1.966 / 1.967 eV